[1]
Formula: C51H45Cl2EuN3O3P2S
Source: OMol25
Level of theory: ωB97M-V with the def2-TZVPD basis set

Calculated values
HOMO (spin up / spin down) (Eh): -0.2614 / -0.2677
Energy above the lowest of the compared OMol25 structures with the same formula, charge and spin (eV): 2.098
<S²>: 15.76
Lowest unoccupied orbital energy (spin up / spin down) (eV): 0.42 / 0.42

Structure (ORCA input):
```
! wB97M-V def2-TZVPD RIJCOSX def2/J DEFGRID3
* xyz 0 8
Eu 0.72689 -1.51615 1.70761
S 0.05737 -0.91427 4.43801
C 1.19662 0.39635 4.11833
C 1.39835 1.53208 4.95983
C 2.35278 2.45559 4.63419
C 2.98238 2.39707 3.38059
C 2.77427 1.24511 2.62528
N 1.96818 0.23615 3.01897
H 0.76540 1.59827 5.84469
H 2.59778 3.37641 5.21429
H 3.60988 3.17739 3.03838
H 3.34472 1.16391 1.71458
C -2.19302 2.27547 -4.96124
C -2.79289 1.98505 -3.58009
C -4.31327 2.24077 -3.68582
C -2.12071 2.89591 -2.48749
C -2.20649 4.26876 -2.52468
C -1.87463 4.96546 -1.40384
C -1.39725 4.36635 -0.26113
C -1.28347 2.98794 -0.15128
P -1.09361 2.00106 1.40982
C -0.91270 3.38295 2.57271
C -1.92496 3.96126 3.37167
C -1.68798 5.10182 4.12090
C -0.44354 5.73072 4.05473
C 0.56933 5.17378 3.25528
C 0.32737 4.01755 2.53779
C -2.81472 1.42259 1.62171
C -2.97697 0.43064 2.58979
C -4.29988 -0.10375 2.78045
C -5.40855 0.50551 2.23082
C -5.25068 1.61785 1.38948
C -3.92463 2.05001 1.06498
C -1.54962 2.34549 -1.33926
O -1.30128 0.96368 -1.24503
C -1.60911 0.17026 -2.32503
C -0.98632 -1.07803 -2.46485
C -1.44663 -2.04543 -3.39817
C -2.45898 -1.72365 -4.24850
C -2.96518 -0.46533 -4.14935
C -2.54508 0.55498 -3.27498
P 0.52517 -1.39330 -1.38737
C 1.39841 -2.95270 -1.96377
C 0.80709 -4.06111 -1.38992
C 1.09546 -5.38922 -1.77242
C 2.03188 -5.57839 -2.76996
C 2.77449 -4.48065 -3.31740
C 2.36184 -3.17059 -2.90355
C 1.60354 0.03176 -1.87147
C 1.78968 0.37488 -3.22136
C 2.31774 1.59727 -3.56160
C 2.50928 2.60204 -2.61522
C 2.32679 2.26449 -1.24677
C 1.82592 1.00546 -0.89946
H -2.41888 3.25133 -5.35685
H -2.53245 1.56789 -5.74049
H -1.11556 2.27726 -4.85944
H -4.56815 3.23297 -3.99658
H -4.71836 2.20246 -2.61761
H -4.75169 1.46711 -4.37507
H -2.64656 4.82482 -3.38541
H -2.09156 6.00642 -1.38556
H -1.22058 5.00863 0.64979
H -2.86596 3.53855 3.46195
H -2.58577 5.43514 4.64747
H -0.23593 6.62357 4.61406
H 1.45458 5.81002 3.15522
H 1.08574 3.68675 1.87249
H -2.22101 -0.06645 3.20134
H -4.44713 -0.97829 3.39750
H -6.40844 0.21528 2.53854
H -6.05720 2.23989 1.00027
H -3.80462 2.89948 0.38803
H -0.97659 -3.01925 -3.23186
H -2.87671 -2.42168 -4.99536
H -3.74633 -0.17655 -4.85636
H 0.03571 -3.93979 -0.63533
H 0.37913 -6.17564 -1.42309
H 2.13040 -6.61713 -3.11516
H 3.66654 -4.64147 -3.97001
H 2.80813 -2.27345 -3.36239
H 1.49660 -0.23129 -4.03694
H 2.48370 1.86149 -4.55385
H 2.87211 3.60832 -2.74271
H 2.51293 2.95625 -0.46545
H 1.61625 0.81585 0.12769
C 3.90141 -6.46599 1.15029
C 4.02025 -4.94792 1.13862
C 5.04224 -4.10517 0.81816
C 4.50253 -2.82304 1.00693
N 3.25588 -2.87960 1.46087
N 2.94457 -4.16734 1.53533
C 5.18270 -1.49346 0.70564
H 4.12317 -6.93467 2.20782
H 4.51434 -7.00863 0.41161
H 2.84596 -6.80419 0.89769
H 6.02563 -4.45209 0.52158
H 2.00619 -4.47420 1.83849
H 6.24118 -1.63819 0.63837
H 5.00148 -0.79249 1.64084
H 4.85439 -1.14075 -0.30959
Cl -2.95598 -4.45696 1.50842
C -1.77719 -5.11957 2.74462
Cl -2.06416 -4.43445 4.37522
C -0.41291 -4.96513 2.11095
O -0.00226 -5.91627 1.43830
O 0.12873 -3.78774 2.10616
H -1.88696 -6.17815 2.83096
*
```

***

[2]
Formula: C5H8N2O2
Source: OMol25
Level of theory: ωB97M-V with the def2-TZVPD basis set

Calculated values
HOMO (Eh): -0.3015
Energy above the lowest of the compared OMol25 structures with the same formula, charge and spin (eV): 6.436
Lowest unoccupied orbital energy (eV): 0.91

Structure (ORCA input):
```
! wB97M-V def2-TZVPD RIJCOSX def2/J DEFGRID3
* xyz 0 1
C 0.69416 -0.00802 0.69208
C -0.19597 1.06056 0.42361
C 0.55037 -0.95117 -0.26901
C -0.33524 2.26246 1.33834
C 1.24670 -2.24013 -0.34500
N -1.01940 0.79429 -0.56115
N -0.46284 -0.61791 -1.09098
O -1.40443 -1.11749 -1.99995
O -2.11369 1.16615 -1.09418
H 1.59871 0.05894 1.23423
H -0.98769 2.04724 2.10760
H 0.50980 2.47672 1.85527
H -0.67666 3.17758 0.79375
H 1.85316 -2.38119 0.49834
H 0.72507 -3.10975 -0.53390
H 2.06488 -2.35060 -1.06381
H -2.04692 -0.26768 -1.98525
*
```

***

[3]
Formula: C2H3ClS
Source: OMol25
Level of theory: ωB97M-V with the def2-TZVPD basis set

Calculated values
HOMO (Eh): -0.3445
Energy above the lowest of the compared OMol25 structures with the same formula, charge and spin (eV): 2.752
Lowest unoccupied orbital energy (eV): -0.16

Structure (ORCA input):
```
! wB97M-V def2-TZVPD RIJCOSX def2/J DEFGRID3
* xyz 0 1
C 1.04578 0.79662 0.43813
C 0.15910 -0.34484 0.93368
S -0.60356 1.11756 0.97731
Cl -2.27595 -1.30548 -1.21055
H 1.88085 1.04829 1.07390
H 1.21331 0.89333 -0.69458
H -1.41954 -2.20548 -1.51789
*
```

***

[4]
Formula: C3H6N4O
Source: OMol25
Level of theory: ωB97M-V with the def2-TZVPD basis set

Calculated values
HOMO (Eh): -0.3024
Energy above the lowest of the compared OMol25 structures with the same formula, charge and spin (eV): 5.527
SMILES: N[C@@]1(C2(O)NN2)C=N1
Lowest unoccupied orbital energy (eV): 0.95

Structure (ORCA input):
```
! wB97M-V def2-TZVPD RIJCOSX def2/J DEFGRID3
* xyz 0 1
N -1.41080 0.68404 -0.99547
N -1.85614 -0.29318 -0.03691
C -0.40780 -0.29367 -0.69906
C 0.65978 -0.00729 0.32584
N 1.96832 -0.60969 0.23937
C 0.16125 0.45513 1.59923
O -0.13841 -1.20515 -1.70273
N 0.61604 1.39159 0.89992
H -0.92679 -1.21761 -2.27337
H -1.12931 1.56970 -0.55388
H -2.32834 0.19114 0.72439
H 2.66696 0.00949 0.64262
H 2.22988 -0.72320 -0.73982
H -0.10463 0.04871 2.56988
*
```

***

[5]
Formula: C20H26AuN4O3S2
Source: OMol25
Level of theory: ωB97M-V with the def2-TZVPD basis set

Calculated values
HOMO (spin up / spin down) (Eh): -0.4050 / -0.4155
Energy above the lowest of the compared OMol25 structures with the same formula, charge and spin (eV): 0.781
<S²>: 2.03
Lowest unoccupied orbital energy (spin up / spin down) (eV): -2.39 / -5.52

Structure (ORCA input):
```
! wB97M-V def2-TZVPD RIJCOSX def2/J DEFGRID3
* xyz 1 3
Au 2.29762 0.42075 2.07418
O -0.00216 -0.10239 4.42258
C -0.15786 0.11622 3.21438
O 0.19438 1.12222 2.45305
C -0.75429 -1.03407 2.43920
C -2.06425 -1.37657 2.67923
C -2.51227 -2.61507 2.25860
C -1.66568 -3.54793 1.55338
C -0.38541 -3.19386 1.30591
C 0.09664 -1.91126 1.73321
S 1.70356 -1.62327 1.24553
H -2.77174 -0.84391 3.29800
H -3.57426 -2.91641 2.41779
H -2.06135 -4.51248 1.32144
H 0.24563 -3.87846 0.65620
N 4.39572 0.34341 2.84446
C 4.59069 1.45815 3.79313
C 4.08142 2.70762 3.04653
N 2.69719 2.45384 2.64248
H 4.60904 -0.52771 3.36246
H 5.14433 0.41634 2.14822
H 5.61553 1.61012 4.11359
H 3.94157 1.39038 4.62967
H 4.60378 2.95578 2.16205
H 4.10021 3.64993 3.67716
H 2.46350 2.92223 1.74144
H 2.01006 2.76045 3.35991
C -1.64583 2.17647 -4.75125
C -0.50315 1.12187 -4.64856
C 0.40753 1.41535 -3.47760
N -0.36802 1.64523 -2.28871
C 0.11083 1.46702 -1.07312
S 1.80077 1.44576 -0.70108
N -0.85978 1.26032 -0.14366
C -1.94416 0.39446 -0.06126
O -2.74821 0.43364 0.86804
C -2.08620 -0.67916 -1.08447
C -0.92759 -1.33311 -1.58110
C -1.09687 -2.39798 -2.40404
C -2.38636 -2.93803 -2.60666
C -3.49799 -2.36632 -1.99028
C -3.29712 -1.24414 -1.21732
H -2.35520 1.98023 -5.56239
H -1.17347 3.09264 -5.07725
H -2.22744 2.33189 -3.86428
H 0.08275 1.10816 -5.49313
H -0.99985 0.10543 -4.56877
H 0.89161 2.34183 -3.66423
H 1.23853 0.74857 -3.27967
H -1.37638 1.41519 -2.32847
H -0.63490 1.51671 0.85871
H 0.10651 -0.95364 -1.37965
H -0.27354 -2.93197 -2.92237
H -2.41399 -3.87777 -3.19104
H -4.46530 -2.71278 -2.16259
H -4.19872 -0.80994 -0.79756
*
```

***

[6]
Formula: C19H14BrFNO2PtSe
Source: OMol25
Level of theory: ωB97M-V with the def2-TZVPD basis set

Calculated values
HOMO (Eh): -0.1509
Energy above the lowest of the compared OMol25 structures with the same formula, charge and spin (eV): 0.080
Lowest unoccupied orbital energy (eV): 2.41

Structure (ORCA input):
```
! wB97M-V def2-TZVPD RIJCOSX def2/J DEFGRID3
* xyz -1 1
Pt -0.97037 -0.63194 0.44557
Br 0.90745 1.44573 2.81814
C 0.46692 -0.31905 3.32605
C 0.86317 -0.70193 4.59937
C 0.47648 -1.94921 5.05206
C -0.31728 -2.74062 4.24788
C -0.67332 -2.28246 2.98853
N -0.24913 -1.09352 2.51742
C -1.65031 -3.14547 2.13172
O -2.06696 -4.15308 2.70329
O -1.88647 -2.71316 0.97604
H 1.44412 -0.02206 5.20385
H 0.76091 -2.27851 6.04453
H -0.70290 -3.70363 4.54749
Se -2.32801 0.24504 -1.30327
C -1.82992 2.09564 -1.44139
C -1.67029 2.67792 -2.69595
C -1.35205 4.02644 -2.82678
C -1.17759 4.81670 -1.70132
C -1.32821 4.24176 -0.44236
C -1.65450 2.90122 -0.31371
H -1.79346 2.06238 -3.57956
H -1.22979 4.45467 -3.81505
H -0.92800 5.86629 -1.80073
H -1.19050 4.84579 0.44763
H -1.76039 2.44713 0.66426
F 2.64605 -3.20932 -4.28340
C 2.16490 -2.36106 -3.33339
C 1.49613 -1.22290 -3.73196
C 1.00731 -0.36906 -2.75256
C 1.17852 -0.63825 -1.39665
C 0.62370 0.28985 -0.34796
C 1.86882 -1.79528 -1.04504
C 2.36497 -2.66828 -2.00531
H 1.35782 -1.01931 -4.78589
H 0.46330 0.52235 -3.04199
H 0.40806 1.26389 -0.78058
H 1.36423 0.41722 0.43993
H 2.00842 -2.02620 0.00528
H 2.88817 -3.57576 -1.73421
*
```

***

[7]
Formula: C17H12Cl2NO4
Source: OMol25
Level of theory: ωB97M-V with the def2-TZVPD basis set

Calculated values
HOMO (Eh): -0.1329
Energy above the lowest of the compared OMol25 structures with the same formula, charge and spin (eV): 0.000
Lowest unoccupied orbital energy (eV): 0.70

Structure (ORCA input):
```
! wB97M-V def2-TZVPD RIJCOSX def2/J DEFGRID3
* xyz -1 1
Cl 2.86633 -0.20636 -4.75790
C 2.93209 0.09386 -3.07479
C 4.10673 0.23716 -2.43395
C 4.19680 0.53897 -0.99710
O 5.28027 0.66910 -0.43257
C 2.87255 0.69464 -0.30456
Cl 2.99405 1.18467 1.32520
C 1.69597 0.54638 -0.94336
C 1.60168 0.24492 -2.37330
O 0.51729 0.15970 -2.96257
H 5.03344 0.11028 -2.98798
H 0.78054 0.75036 -0.38786
C 1.01387 1.57721 4.23492
C -0.25577 1.43147 3.43747
O 0.06418 0.59197 2.28904
C -0.98241 0.51878 1.43217
C -0.78135 -0.47378 0.35310
C -1.92519 -0.83995 -0.46528
C -3.08530 -0.02023 -0.55874
C -4.18514 -0.42009 -1.30846
C -4.16129 -1.64335 -1.99130
C -3.03973 -2.47816 -1.89959
C -1.93117 -2.08521 -1.15381
C 0.25250 -1.38860 0.56801
N 1.06874 -2.22451 0.71121
O -1.97614 1.22346 1.61306
H 0.79248 2.07099 5.18479
H 1.47230 0.60452 4.44416
H 1.73688 2.19808 3.69751
H -1.05396 0.94463 4.02977
H -0.61413 2.41173 3.08238
H -3.11730 0.89103 0.02882
H -5.05612 0.23289 -1.34827
H -5.02478 -1.95236 -2.58256
H -3.01719 -3.44121 -2.41453
H -1.07172 -2.75297 -1.05311
*
```

***

[8]
Formula: C14H36F6NO16S2Tl
Source: OMol25
Level of theory: ωB97M-V with the def2-TZVPD basis set

Calculated values
HOMO (Eh): -0.5297
Lowest unoccupied orbital energy (eV): -12.58

Structure (ORCA input):
```
! wB97M-V def2-TZVPD RIJCOSX def2/J DEFGRID3
* xyz 2 1
Tl -3.29183 0.45805 0.27171
C 0.94069 -1.10443 0.94878
F 2.03321 -1.03927 1.69399
F 1.23922 -1.73204 -0.15951
F 0.00055 -1.72519 1.62149
S 0.32750 0.67107 0.65372
O -0.54795 0.89756 1.76521
O 1.47456 1.53406 0.53722
N -0.60081 0.45828 -0.74997
S 0.35907 0.96233 -1.93630
O 0.36812 2.41403 -2.06372
O 1.64222 0.31172 -1.88462
C -0.56571 0.39788 -3.44427
F -0.72286 -0.91846 -3.37833
F -1.75524 0.98230 -3.39009
F 0.00414 0.66901 -4.57993
C -3.84160 -1.07836 3.75087
C -5.26603 -1.15912 3.23053
O -5.33939 -1.09003 1.80033
O -3.08528 -0.04153 3.12783
H -3.32157 -2.01743 3.55762
H -3.92977 -0.88097 4.82097
H -5.88054 -0.33532 3.61325
H -5.79229 -2.03278 3.62644
H -6.28073 -1.12295 1.59537
H -2.21472 -0.06884 3.54194
C 5.24976 -1.23969 -1.17447
C 5.16295 -1.27687 0.35910
O 6.06961 -0.47238 1.03347
O 6.55229 -1.58957 -1.63645
H 5.11147 -0.20711 -1.52217
H 4.45484 -1.82932 -1.62778
H 5.22630 -2.29561 0.77961
H 4.14763 -0.98796 0.66784
H 6.74076 -0.14751 0.41874
H 7.03266 -0.75824 -1.69597
C 3.42991 3.84502 -3.82359
C 4.10314 3.75856 -5.22358
O 4.06522 2.35193 -5.46978
O 4.00152 2.99351 -2.87015
H 2.34418 3.74453 -3.81955
H 3.63756 4.90221 -3.57936
H 5.16894 4.02045 -5.20837
H 3.63468 4.38755 -5.97542
H 4.31815 1.94172 -4.62437
H 3.63684 3.18823 -2.00041
C -2.81700 -3.22350 -1.17295
C -3.38657 -3.32767 0.24456
O -2.71923 -2.28059 1.02092
O -3.06393 -1.97525 -1.76323
H -3.33390 -3.98665 -1.76668
H -1.74434 -3.45421 -1.16432
H -3.21720 -4.30235 0.69111
H -4.42728 -3.03065 0.10198
H -2.29439 -2.86542 1.65831
H -3.26350 -2.08734 -2.69552
C 1.21388 -2.53224 5.43164
C 2.08075 -1.50672 4.66910
O 3.03788 -0.98313 5.58437
O 0.30173 -1.83773 6.26611
H 1.89353 -3.08572 6.08146
H 0.75601 -3.22334 4.72662
H 1.45528 -0.80328 4.11969
H 2.65816 -2.08239 3.93289
H 3.60691 -0.38916 5.07910
H 0.74035 -1.73837 7.11929
C -4.56858 3.05073 -1.95416
C -3.18898 3.67989 -2.09128
O -2.30454 3.01004 -1.18904
O -4.48099 1.68120 -2.36619
H -5.32821 3.56522 -2.54435
H -4.83858 3.03411 -0.89270
H -3.23250 4.70163 -1.69148
H -2.76474 3.73732 -3.09363
H -1.41189 3.13660 -1.54588
H -5.39948 1.38000 -2.37363
*
```

***

| no. | DFT total energy (eV) |
| --- | --- |
| 1 | -138018.1632 |
| 2 | -12384.4999 |
| 3 | -25476.8143 |
| 4 | -11211.2494 |
| 5 | -58620.5427 |
| 6 | -166871.0503 |
| 7 | -52549.0875 |
| 8 | -91993.6863 |